18
Properties=species:S:1:pos:R:3 method="wB97M-V/def2-TZVPD" largest_force_ev_per_a=5.3 charge=+1 de_lowest_kj_mol=0.0 multiplicity=3 total_energy_ha=-364.1898 homo_lumo_gap_ev="7.31 / 7.55"
C 0.209 -0.686 -0.723
C -1.018 2.589 0.399
C -0.426 1.563 -0.221
C 0.368 -0.130 1.547
C 0.811 -1.579 1.287
C -0.079 -0.920 -2.153
N 0.095 0.366 0.208
O 0.808 -1.715 -0.137
H -1.416 3.327 -0.272
H -1.127 2.656 1.428
H -0.337 1.632 -1.289
H -0.503 -0.097 2.105
H 1.314 0.390 1.976
H 1.678 -1.923 1.689
H 0.118 -2.270 1.796
H 0.450 -1.810 -2.481
H 0.209 -0.106 -2.859
H -1.155 -1.288 -2.300



88
Properties=species:S:1:pos:R:3 method="wB97M-V/def2-TZVPD" largest_force_ev_per_a=1.7 charge=+1 de_lowest_kj_mol=178.9 total_energy_ha=-4881.3281 homo_lumo_gap_ev="5.14 / 5.15"
Zr 0.720 0.484 -1.059
C -4.999 1.980 2.534
C -3.697 1.446 2.036
C -3.586 0.127 1.605
C -2.376 -0.391 1.181
C -1.222 0.401 1.144
N 0.031 -0.131 0.772
C 0.877 -0.464 1.818
C 0.326 -0.788 3.078
C 1.079 -1.281 4.118
C 2.449 -1.479 3.979
C 3.266 -2.065 5.081
C 3.022 -1.121 2.772
C 2.283 -0.610 1.700
N 3.026 -0.259 0.544
C 4.156 -0.853 0.127
C 4.639 -0.133 -0.950
C 3.722 0.897 -1.129
N 2.743 0.813 -0.216
C -1.348 1.748 1.546
C -2.567 2.247 1.989
N -0.236 2.605 1.456
C 0.004 3.721 2.175
C 1.170 4.274 1.696
C 1.565 3.427 0.659
N 0.709 2.417 0.521
H -5.327 1.409 3.401
H -5.766 1.886 1.768
H -4.916 3.026 2.813
H -4.460 -0.506 1.624
H -2.310 -1.439 0.915
H -0.742 -0.677 3.211
H 0.589 -1.539 5.045
H 2.715 -2.061 6.016
H 4.192 -1.514 5.213
H 3.522 -3.096 4.842
H 4.089 -1.227 2.661
H 4.540 -1.752 0.564
H 5.527 -0.330 -1.514
H 3.749 1.713 -1.838
H -2.641 3.278 2.295
H -0.626 4.047 2.976
H 1.663 5.158 2.044
H 2.436 3.504 0.030
F 0.856 -4.470 3.200
C 0.218 -4.673 2.035
C 0.247 -3.717 1.090
N -0.401 -3.858 -0.100
C -0.229 -2.846 -1.118
C 1.287 -2.552 -1.310
O 2.079 -3.452 -1.438
O 1.592 -1.297 -1.264
C -1.133 -5.001 -0.398
O -1.749 -5.116 -1.428
N -1.118 -5.957 0.584
C -0.477 -5.943 1.825
O -0.537 -6.883 2.572
H 0.786 -2.792 1.236
H -0.734 -1.904 -0.840
H -0.643 -3.254 -2.047
H -1.619 -6.810 0.354
Se 1.796 3.631 -3.285
N 0.310 4.509 -3.536
C -0.680 3.901 -2.894
C -2.018 4.324 -2.774
C -2.847 3.562 -1.986
C -2.381 2.398 -1.365
N -1.133 1.945 -1.474
C -0.295 2.702 -2.208
N 1.000 2.362 -2.320
H -2.346 5.234 -3.252
H -3.870 3.862 -1.823
H -3.052 1.810 -0.757
C -2.536 -0.384 -2.619
C -1.351 0.153 -3.349
C -1.337 0.915 -4.529
C -0.005 1.054 -4.896
C 0.754 0.373 -3.929
C 2.219 0.099 -3.991
N -0.078 -0.167 -2.979
H -2.813 -1.355 -3.034
H -3.393 0.277 -2.739
H -2.317 -0.510 -1.552
H -2.188 1.300 -5.054
H 0.373 1.556 -5.767
H 2.780 1.039 -4.105
H 2.433 -0.503 -4.876
H 2.562 -0.451 -3.108



13
Properties=species:S:1:pos:R:3 method="wB97M-V/def2-TZVPD" largest_force_ev_per_a=1.8 charge=-1 de_lowest_kj_mol=155.6 total_energy_ha=-249.0273 homo_lumo_gap_ev=6.14
C -0.812 -1.343 -2.651
O -0.092 -1.228 -1.498
H -0.208 -1.764 -3.486
H -1.216 -0.365 -2.991
H -1.770 -1.934 -2.540
C 1.249 0.552 2.314
C -0.396 1.300 0.885
N 0.172 1.527 1.997
H 1.019 -0.433 1.879
H 2.107 1.021 1.862
H 1.350 0.333 3.374
H -1.065 2.031 0.434
H -0.339 0.302 0.421



63
Properties=species:S:1:pos:R:3 method="wB97M-V/def2-TZVPD" largest_force_ev_per_a=5.2 charge=+1 multiplicity=2 total_energy_ha=-2517.3253 homo_lumo_gap_ev="9.26 / 1.78"
C -0.358 -0.966 -0.050
O -1.231 -0.057 0.722
H -0.985 -1.773 -0.426
H 0.060 -0.508 -0.947
H 0.361 -1.303 0.697
H -0.782 0.354 1.464
C 1.999 -3.972 -0.116
O 1.814 -3.620 1.289
H 2.803 -4.695 -0.255
H 1.096 -4.431 -0.519
H 2.333 -3.056 -0.604
H 1.794 -4.431 1.802
C 4.519 3.933 0.677
O 3.341 3.330 0.112
P 1.881 3.929 0.457
O 1.494 4.281 1.853
O 1.840 5.226 -0.546
C 0.572 5.744 -0.736
O 0.840 2.856 -0.231
C 1.036 2.435 -1.560
H 5.264 4.197 -0.074
H 5.066 3.167 1.228
H 4.269 4.870 1.173
H 0.432 6.183 -1.724
H 0.345 6.576 -0.069
H -0.319 5.116 -0.749
H 0.072 2.483 -2.067
H 1.362 1.396 -1.526
H 1.712 3.023 -2.181
C -1.087 3.444 4.767
O -0.726 2.394 5.559
P 0.083 1.104 4.913
O -0.246 0.803 3.516
O 1.667 1.405 5.269
C 2.362 2.186 4.402
O -0.203 -0.105 5.907
C 0.206 -0.082 7.177
H -0.511 4.362 4.885
H -2.114 3.702 5.026
H -1.128 3.098 3.734
H 3.336 2.486 4.789
H 1.885 3.136 4.162
H 2.431 1.657 3.451
H -0.491 -0.565 7.861
H 0.114 0.957 7.494
H 1.207 -0.476 7.351
C -3.077 -2.923 -2.830
O -3.145 -3.965 -3.729
P -2.842 -3.711 -5.285
O -2.531 -2.282 -5.613
O -1.579 -4.659 -5.613
C -1.510 -5.945 -5.066
O -4.069 -4.397 -6.127
C -4.263 -3.877 -7.437
H -3.005 -3.396 -1.850
H -3.901 -2.209 -2.831
H -2.150 -2.377 -3.008
H -1.805 -5.996 -4.018
H -0.464 -6.251 -5.071
H -2.206 -6.649 -5.523
H -5.131 -3.220 -7.487
H -4.270 -4.734 -8.110
H -3.470 -3.201 -7.760



29
Properties=species:S:1:pos:R:3 method="wB97M-V/def2-TZVPD" largest_force_ev_per_a=4.5 charge=+1 de_lowest_kj_mol=315.8 multiplicity=2 total_energy_ha=-429.4973 homo_lumo_gap_ev="8.60 / 4.76"
C 1.436 -0.871 -2.937
C 2.902 -0.088 1.101
C 3.050 0.870 0.109
C 2.313 -1.311 0.733
C 2.662 0.516 -1.248
C 1.892 -1.630 -0.602
C 2.031 -0.618 -1.610
H 2.715 0.192 2.222
H 3.197 2.059 0.240
H 2.064 -2.063 1.448
H 2.756 1.476 -1.879
H 1.371 -2.577 -0.825
H 0.722 -0.096 -2.977
H 0.924 -1.796 -3.018
H 2.239 -0.708 -3.711
C -2.000 0.419 0.770
C -1.774 -0.434 1.983
C -3.204 -0.259 0.060
C -2.178 2.024 0.898
H -1.132 0.474 0.158
H -2.065 -1.460 1.767
H -2.645 -0.130 2.641
H -4.080 -0.236 0.690
H -3.097 0.383 -0.876
H -2.739 -1.241 -0.174
H -1.274 2.482 0.203
H -3.081 2.412 0.480
H -2.150 2.664 1.861
H -0.856 -0.453 2.493



56
Properties=species:S:1:pos:R:3 method="wB97M-V/def2-TZVPD" largest_force_ev_per_a=1.0 charge=0 smiles="O=[PH2][C@]1(S)[C@H](C(=O)NC(=O)F)C(=O)N[C@H]1CC(=O)I.O=C1C=C(O)C(=O)C=C1O.O=C1C=C(O)C(=O)C=C1O" de_lowest_kj_mol=0.0 total_energy_ha=-2997.0993 homo_lumo_gap_ev=8.17
O 1.758 -2.533 6.370
P 1.720 -1.656 5.191
C 0.111 -0.879 4.630
S -0.996 -0.844 6.072
C -0.542 -1.597 3.442
C -0.611 -3.104 3.480
O 0.087 -3.766 4.194
N -1.484 -3.664 2.532
C -2.839 -3.227 2.565
O -3.654 -3.408 3.400
F -3.104 -2.514 1.475
C 0.392 -1.144 2.285
O 0.699 -1.786 1.325
N 0.884 0.118 2.616
C 0.422 0.495 3.966
C -0.812 1.411 3.948
C -0.866 2.465 2.872
O -0.045 2.783 2.093
I -2.801 3.470 2.877
H 2.252 -2.182 3.999
H 2.440 -0.453 5.356
H -0.317 0.106 6.730
H -1.535 -1.175 3.238
H -1.434 -4.679 2.610
H 1.892 0.139 2.499
H 1.237 1.009 4.479
H -0.872 1.962 4.892
H -1.749 0.853 3.896
O 2.524 2.286 0.695
C 2.618 2.029 -0.493
C 3.643 1.203 -1.087
C 3.633 1.026 -2.416
O 4.521 0.301 -3.076
C 2.585 1.657 -3.313
O 2.688 1.416 -4.507
C 1.554 2.465 -2.718
C 1.552 2.638 -1.387
O 0.636 3.327 -0.734
H 4.391 0.760 -0.444
H 4.269 0.365 -4.020
H 0.797 2.888 -3.363
H 0.841 3.255 0.222
O -3.867 -0.318 -7.193
C -2.906 -0.249 -6.447
C -1.531 -0.428 -6.847
C -0.570 -0.326 -5.915
O 0.720 -0.444 -6.170
C -0.884 -0.056 -4.453
O 0.068 -0.037 -3.693
C -2.257 0.158 -4.059
C -3.214 0.067 -4.995
O -4.504 0.230 -4.758
H -1.317 -0.626 -7.887
H 1.194 -0.257 -5.334
H -2.470 0.370 -3.021
H -4.951 0.098 -5.620



77
Properties=species:S:1:pos:R:3 method="wB97M-V/def2-TZVPD" largest_force_ev_per_a=0.3 charge=+1 de_lowest_kj_mol=20.7 multiplicity=6 total_energy_ha=-7145.8252 homo_lumo_gap_ev="6.49 / 6.64"
Mn -1.180 1.080 0.829
Cl -3.710 1.065 0.527
C -3.812 -0.471 1.417
C -4.805 -1.334 0.995
C -4.994 -2.517 1.686
C -4.203 -2.800 2.785
C -3.209 -1.918 3.178
Cl -2.289 -2.328 4.582
C -2.951 -0.717 2.493
S -1.631 0.335 3.015
H -5.421 -1.065 0.148
H -5.770 -3.205 1.380
H -4.349 -3.710 3.350
C 1.792 -2.011 -0.802
N 0.805 -0.977 -0.481
P 1.220 0.642 -0.141
C 2.777 0.517 0.768
C 4.024 0.782 0.212
C 5.169 0.641 0.984
C 5.073 0.227 2.304
C 3.830 -0.042 2.865
C 2.685 0.111 2.103
C 1.639 1.440 -1.723
C 1.549 0.753 -2.929
C 1.799 1.408 -4.127
C 2.133 2.755 -4.126
C 2.212 3.451 -2.924
C 1.958 2.797 -1.731
P -0.884 -1.203 -0.458
C -1.410 -1.436 -2.174
C -2.152 -0.417 -2.766
C -2.489 -0.479 -4.112
C -2.074 -1.557 -4.876
C -1.335 -2.584 -4.296
C -1.011 -2.527 -2.951
C -1.121 -2.796 0.341
C -0.376 -3.072 1.489
C -0.563 -4.263 2.168
C -1.508 -5.177 1.720
C -2.268 -4.897 0.594
C -2.077 -3.709 -0.097
H 2.480 -1.663 -1.576
H 1.285 -2.903 -1.165
H 2.374 -2.279 0.080
H 4.103 1.101 -0.819
H 6.138 0.851 0.550
H 5.968 0.114 2.902
H 3.758 -0.365 3.895
H 1.712 -0.094 2.543
H 1.268 -0.294 -2.936
H 1.731 0.867 -5.062
H 2.328 3.264 -5.060
H 2.468 4.502 -2.923
H 2.020 3.345 -0.793
H -2.472 0.433 -2.172
H -3.070 0.314 -4.562
H -2.328 -1.605 -5.927
H -1.020 -3.431 -4.891
H -0.463 -3.344 -2.500
H 0.352 -2.354 1.851
H 0.020 -4.470 3.056
H -1.656 -6.107 2.253
H -3.008 -5.605 0.247
H -2.675 -3.501 -0.974
Se -1.625 4.330 -0.665
N -0.888 3.235 0.553
C -0.059 3.958 1.293
C 0.731 3.470 2.376
C 1.545 4.340 3.020
C 1.636 5.725 2.650
C 0.903 6.232 1.634
C 0.028 5.353 0.920
N -0.730 5.728 -0.094
H 0.671 2.434 2.682
H 2.149 3.987 3.845
H 2.304 6.366 3.209
H 0.950 7.271 1.340



156
Properties=species:S:1:pos:R:3 method="wB97M-V/def2-TZVPD" largest_force_ev_per_a=1.8 charge=-1 total_energy_ha=-80998.5084 homo_lumo_gap_ev=6.30
C 5.210 2.121 4.825
C 5.038 2.137 3.320
O 3.756 2.601 2.974
Ga 2.765 1.450 1.877
C 2.613 -0.309 2.887
C 1.541 -1.245 2.297
C 2.044 -2.647 1.944
N 1.246 -3.333 0.902
C 0.978 2.342 1.535
C 0.115 2.495 2.795
C -0.833 1.312 2.951
C -2.217 1.568 2.440
O -2.613 2.536 1.810
O -3.103 0.558 2.712
C 3.645 1.096 0.034
Br 5.310 2.102 -0.179
C 2.690 1.424 -1.084
C 1.671 0.307 -1.276
Br 3.696 1.739 -2.812
H 4.807 3.036 5.255
H 6.281 2.100 5.055
H 4.784 1.233 5.292
H 5.239 1.145 2.897
H 5.791 2.808 2.891
H 2.397 -0.053 3.921
H 3.584 -0.799 2.804
H 1.006 -0.826 1.439
H 0.780 -1.391 3.072
H 1.996 -3.283 2.825
H 3.070 -2.563 1.592
H 1.549 -2.987 -0.001
H 0.283 -3.026 0.979
H 1.134 3.320 1.077
H 0.417 1.761 0.801
H 0.736 2.609 3.685
H -0.486 3.405 2.748
H -0.908 0.964 3.982
H -0.447 0.477 2.361
H -2.606 -0.244 2.906
H 3.937 0.055 -0.014
H 2.217 2.384 -0.909
H 0.702 0.668 -0.934
H 1.544 0.090 -2.332
H 1.949 -0.600 -0.751
Br -3.989 -3.686 2.080
C -4.421 -3.557 3.978
C -3.769 -2.364 4.611
Br -1.854 -2.628 4.840
H -4.111 -4.499 4.421
H -5.504 -3.471 4.032
H -4.177 -2.187 5.603
H -3.885 -1.468 4.011
Br 3.600 6.696 -7.381
C 4.494 5.075 -6.778
C 3.525 4.062 -6.230
Br 2.904 4.523 -4.456
H 5.229 5.380 -6.042
H 4.998 4.683 -7.659
H 4.018 3.098 -6.117
H 2.646 3.950 -6.855
Br -1.438 -2.032 -2.239
C -2.909 -0.807 -2.572
C -2.438 0.616 -2.706
Br -1.990 1.384 -0.982
H -3.614 -0.938 -1.757
H -3.359 -1.144 -3.504
H -3.231 1.241 -3.111
H -1.555 0.701 -3.331
Br 3.423 2.028 10.361
C 3.757 2.817 8.611
C 2.615 2.590 7.660
Br 2.589 0.778 6.977
H 4.687 2.393 8.249
H 3.890 3.881 8.796
H 2.731 3.224 6.783
H 1.648 2.771 8.117
Br -8.144 -0.104 -1.285
C -6.795 -0.637 0.008
C -6.459 -2.098 -0.098
Br -7.823 -3.250 0.678
H -7.166 -0.354 0.988
H -5.915 -0.040 -0.229
H -5.558 -2.314 0.470
H -6.334 -2.420 -1.127
Br -0.949 -7.548 4.542
C -2.490 -8.311 3.639
C -3.599 -7.307 3.486
Br -4.539 -7.012 5.168
H -2.794 -9.180 4.213
H -2.132 -8.625 2.661
H -4.354 -7.670 2.792
H -3.238 -6.340 3.152
Br 6.109 -1.348 10.995
C 5.895 -0.564 12.758
C 5.023 -1.410 13.647
Br 3.141 -1.238 13.196
H 5.495 0.434 12.611
H 6.900 -0.498 13.169
H 5.102 -1.083 14.681
H 5.267 -2.465 13.580
Br 8.768 4.206 3.638
C 9.963 2.680 3.769
C 10.096 1.955 2.456
Br 8.527 0.885 2.065
H 9.569 2.040 4.552
H 10.924 3.087 4.078
H 10.929 1.256 2.495
H 10.230 2.634 1.620
Br -2.100 -2.013 -6.041
C -3.808 -1.357 -6.700
C -3.622 -0.275 -7.727
Br -3.118 1.412 -6.907
H -4.371 -1.020 -5.836
H -4.301 -2.220 -7.142
H -4.556 -0.076 -8.248
H -2.850 -0.521 -8.449
Br -6.886 4.326 1.143
C -5.550 3.758 2.440
C -5.273 2.285 2.355
Br -6.702 1.231 3.168
H -5.914 4.056 3.417
H -4.652 4.320 2.196
H -4.379 2.030 2.911
H -5.166 1.939 1.334
Br 6.839 -3.931 -3.625
C 5.362 -2.823 -4.247
C 5.199 -1.571 -3.430
Br 4.376 -1.919 -1.711
H 4.476 -3.449 -4.225
H 5.607 -2.572 -5.277
H 4.527 -0.875 -3.926
H 6.142 -1.075 -3.226
Br -4.095 0.509 -11.313
C -5.670 1.541 -11.796
C -5.813 2.788 -10.967
Br -6.466 2.424 -9.171
H -6.522 0.877 -11.694
H -5.532 1.801 -12.842
H -6.558 3.445 -11.412
H -4.877 3.324 -10.854
Br -7.599 0.505 -5.205
C -7.649 2.401 -4.777
C -6.284 2.938 -4.442
Br -5.715 2.419 -2.660
H -8.351 2.520 -3.959
H -8.038 2.887 -5.669
H -6.298 4.026 -4.433
H -5.521 2.592 -5.131
Br 0.343 -6.299 -10.278
C 0.731 -4.693 -9.250
C -0.494 -4.148 -8.569
Br -1.673 -3.237 -9.818
H 1.171 -3.981 -9.940
H 1.470 -4.991 -8.511
H -0.219 -3.397 -7.834
H -1.085 -4.921 -8.090